(w)
C5H6N2 | the ωB97M-V functional and the def2-TZVPD basis

Element x y z (Å)
N  2.67  -0.43  1.48
C  1.97  -0.22  0.58
C  1.19  0.15  -0.58
C  -0.14  -0.34  -0.94
C  -0.97  -0.71  0.27
C  -1.04  0.80  0.50
N  0.02  1.10  -0.56
H  1.85  0.27  -1.45
H  -0.38  -0.54  -1.98
H  -1.88  -1.25  0.05
H  -0.39  -1.23  1.03
H  -1.96  1.21  0.06
H  -0.95  1.20  1.52

The value obtained for the gap between HOMO and LUMO is 10.58 eV. As for the highest occupied orbital energy: -9.713 eV. The net charge is 0.

(x)
C5H6N2 | the ωB97M-V functional and the def2-TZVPD basis

Element x y z (Å)
C  1.72  -0.46  -0.69
C  1.12  0.42  0.09
C  -0.29  0.27  0.65
C  -0.88  -1.07  0.43
N  -1.91  -1.01  -0.28
N  -2.17  0.33  -0.72
C  -1.29  1.06  -0.15
H  2.71  -0.17  -0.95
H  1.38  -1.42  -1.05
H  1.67  1.30  0.37
H  -0.33  0.61  1.69
H  -0.50  -2.00  0.99
H  -1.25  2.14  -0.36

The value obtained for the gap between HOMO and LUMO is 10.72 eV. As for the structure (SMILES): C=CC1C=NN=C1. As for the highest occupied orbital energy: -10.071 eV. The net charge is 0.

Least stable structure: (w)

(w)
C5H6N2 | the ωB97M-V functional and the def2-TZVPD basis

Element x y z (Å)
C  -0.95  -1.56  -0.70
C  -1.14  -2.05  0.44
C  -0.75  -0.30  0.24
C  0.92  1.12  -1.01
C  0.59  0.38  0.16
N  -1.21  -1.78  1.77
N  -0.84  -0.61  1.77
H  -1.63  0.29  0.08
H  1.07  0.41  -1.90
H  1.90  1.65  -0.83
H  0.09  1.87  -1.26
H  0.72  1.02  0.96
H  1.23  -0.43  0.27

The value obtained for the gap between HOMO and LUMO is 10.16 eV. As for the highest occupied orbital energy: -10.221 eV. The net charge is 0.

(x)
C5H6N2 | the ωB97M-V functional and the def2-TZVPD basis

Element x y z (Å)
H  -0.96  -2.42  -0.44
N  -1.61  -1.68  -0.24
C  -0.98  -0.59  -0.11
C  -1.44  0.61  0.47
C  -1.83  1.75  0.74
N  0.42  -0.85  -0.46
C  1.41  -0.43  0.55
C  1.29  0.25  -0.81
H  -2.48  2.69  0.84
H  1.19  0.35  1.44
H  2.25  -1.14  0.70
H  1.85  0.18  -1.78
H  0.89  1.27  -0.90

The value obtained for the gap between HOMO and LUMO is 10.01 eV. As for the structure (SMILES): [H]/N=C(/C#C)N1CC1. As for the highest occupied orbital energy: -9.608 eV. The net charge is 0.

(y)
C5H6N2 | the ωB97M-V functional and the def2-TZVPD basis

Element x y z (Å)
N  2.63  -0.50  1.49
C  1.93  -0.24  0.60
C  1.19  0.15  -0.58
C  -0.14  -0.34  -0.96
C  -0.97  -0.70  0.26
C  -1.01  0.81  0.50
N  0.02  1.09  -0.57
H  1.85  0.30  -1.43
H  -0.39  -0.57  -1.99
H  -1.91  -1.21  0.05
H  -0.41  -1.25  1.01
H  -1.92  1.25  0.09
H  -0.87  1.20  1.52

The value obtained for the gap between HOMO and LUMO is 10.64 eV. As for the structure (SMILES): N#C[C@H]1[C@H]2CCN21. As for the highest occupied orbital energy: -9.752 eV. The net charge is 0.

(z)
C5H6N2 | the ωB97M-V functional and the def2-TZVPD basis

Element x y z (Å)
N  -2.43  0.00  -1.90
C  -1.33  -0.36  -1.80
C  0.05  -0.76  -1.70
C  0.68  -0.79  -0.51
N  -0.06  -0.42  0.62
C  -0.23  1.00  0.80
C  0.42  0.17  1.85
H  0.58  -0.92  -2.63
H  1.77  -0.97  -0.45
H  0.47  1.55  0.17
H  -1.27  1.33  0.80
H  1.50  0.25  2.02
H  -0.16  -0.08  2.74

The value obtained for the gap between HOMO and LUMO is 9.76 eV. As for the structure (SMILES): N#C/C=C\N1CC1. As for the highest occupied orbital energy: -9.161 eV. The net charge is 0.

Least stable structure: (w)

(w)
C4H8N2 | the ωB97M-V functional and the def2-TZVPD basis

Element x y z (Å)
C  2.00  0.00  -0.08
N  1.38  -1.27  0.26
C  0.75  -0.46  -0.77
C  -0.59  0.27  -0.48
C  -1.96  -0.03  0.24
N  -0.88  0.61  0.93
H  2.98  -0.08  -0.56
H  1.90  0.83  0.62
H  0.83  -1.14  1.10
H  0.88  -0.85  -1.79
H  -0.79  0.97  -1.30
H  -2.35  -0.92  0.73
H  -2.75  0.63  -0.15
H  -1.42  1.43  1.24

The value obtained for the gap between HOMO and LUMO is 10.30 eV. As for the structure (SMILES): C1N[C@H]1[C@H]1CN1. As for the highest occupied orbital energy: -9.230 eV. The net charge is 0.

(x)
C4H8N2 | the ωB97M-V functional and the def2-TZVPD basis

Element x y z (Å)
C  -0.97  1.26  -0.35
C  -0.44  0.18  0.53
C  1.53  -0.51  -0.50
N  0.10  -0.95  -0.25
C  -0.89  -0.13  1.80
N  -1.22  -0.38  2.89
H  -1.97  1.03  -0.77
H  -0.30  1.47  -1.21
H  -1.03  2.19  0.22
H  2.00  -1.10  -1.29
H  2.05  -0.61  0.45
H  1.55  0.55  -0.75
H  0.09  -1.82  0.30
H  -0.49  -1.18  -1.07

The value obtained for the gap between HOMO and LUMO is 6.96 eV. As for the highest occupied orbital energy: -6.677 eV. The net charge is 0.

(y)
C4H8N2 | the ωB97M-V functional and the def2-TZVPD basis

Element x y z (Å)
C  1.67  -0.23  0.24
N  0.21  -0.24  0.36
C  -0.56  0.73  -0.44
C  -1.33  -1.15  -0.23
C  -0.52  2.08  0.04
N  -0.56  3.15  0.51
H  1.95  -0.58  -0.76
H  2.14  -0.88  0.99
H  2.03  0.80  0.36
H  -0.07  -0.17  1.33
H  -0.35  0.63  -1.50
H  -1.29  -1.31  -1.30
H  -1.04  -2.06  0.31
H  -2.31  -0.80  0.09

The value obtained for the gap between HOMO and LUMO is 7.70 eV. As for the highest occupied orbital energy: -7.356 eV. The net charge is 0.

Least stable structure: (y)

(w)
C4H8N2 | the ωB97M-V functional and the def2-TZVPD basis

Element x y z (Å)
C  -0.90  -0.91  1.63
C  0.01  -0.09  0.72
N  -0.56  -0.01  -0.62
C  0.41  0.26  -1.66
C  1.48  1.22  -1.31
N  2.32  1.96  -0.99
H  -0.99  -1.93  1.25
H  -1.91  -0.47  1.66
H  -0.51  -0.93  2.65
H  0.20  0.90  1.16
H  0.99  -0.59  0.64
H  -1.33  0.65  -0.66
H  -0.09  0.64  -2.56
H  0.87  -0.70  -1.92

The value obtained for the gap between HOMO and LUMO is 10.49 eV. As for the structure (SMILES): CCNCC#N. As for the highest occupied orbital energy: -9.622 eV. The net charge is 0.

(x)
C4H8N2 | the ωB97M-V functional and the def2-TZVPD basis

Element x y z (Å)
C  -1.75  0.22  -0.32
C  -0.60  0.86  0.33
N  0.53  1.20  -0.62
N  1.58  1.25  0.39
C  0.70  0.18  0.25
C  1.16  -1.44  -0.17
H  -2.19  -0.64  0.32
H  -1.42  -0.31  -1.12
H  -2.48  0.99  -0.59
H  -0.62  1.46  1.19
H  1.32  1.70  1.23
H  1.97  -1.89  0.37
H  1.45  -1.52  -1.29
H  0.35  -2.06  0.03

The value obtained for the gap between HOMO and LUMO is 10.97 eV. As for the structure (SMILES): C[C@@H]1N2N[C@@]12C. As for the highest occupied orbital energy: -9.924 eV. The net charge is 0.

(y)
C4H8N2 | the ωB97M-V functional and the def2-TZVPD basis

Element x y z (Å)
C  2.51  -0.31  0.05
C  1.19  0.51  -0.10
C  -0.04  -0.02  -0.19
C  -1.12  0.86  0.04
N  -2.36  0.61  0.03
N  -2.84  -0.65  -0.13
H  3.10  -0.02  -0.90
H  3.21  -0.13  0.93
H  2.43  -1.45  0.13
H  1.29  1.66  -0.18
H  -0.16  -1.14  -0.35
H  -0.92  1.94  0.12
H  -2.45  -1.40  0.53
H  -3.85  -0.47  0.02

The value obtained for the gap between HOMO and LUMO is 9.04 eV. As for the structure (SMILES): C/C=C/C=N\N. As for the highest occupied orbital energy: -8.141 eV. The net charge is 0.

Least stable structure: (x)